(w)
ORCA calculation (ωB97M-V/def2-TZVPD) on an isolated molecule of C24H30N4O2.

As for the HOMO-LUMO gap: 8.768 eV. The value obtained for the HOMO energy is -8.0 eV. As for the LUMO energy: 0.7490 eV. Its SMILES is COCCN1CCN(Cc2cn(C)nc2-c2ccc(Oc3ccccc3)cc2)CC1. The calculation puts the molar mass at 406.53 Da.

Structure (XYZ):
```
60
C24H30N4O2, DFT ωB97M-V/def2-TZVPD
C -1.97570 3.81539 3.31619
O -2.87728 2.90954 2.72821
C -3.84534 3.50457 1.90421
C -3.28935 4.30779 0.71498
N -2.11394 3.70535 0.11769
C -1.57224 4.54686 -0.93203
C -0.26965 3.95124 -1.45477
N -0.53626 2.63536 -1.99452
C -1.05429 1.78460 -0.94103
C -2.35510 2.37231 -0.40548
H -2.71623 1.73891 0.40432
H -3.10563 2.39294 -1.21625
H -1.24392 0.78982 -1.35040
H -0.34303 1.68679 -0.10406
C 0.58611 2.05413 -2.71957
C 1.80681 1.81627 -1.88445
C 2.81166 2.72585 -1.62566
N 3.64158 2.16759 -0.72156
N 3.23196 0.95698 -0.36572
C 2.12383 0.71101 -1.05529
C 1.40572 -0.54918 -0.88640
C 0.91893 -1.26491 -1.97677
C 0.23641 -2.45018 -1.79203
C 0.02932 -2.94453 -0.50842
C 0.51518 -2.23901 0.58779
C 1.20183 -1.05801 0.39364
H 1.58320 -0.50917 1.24072
H 0.34383 -2.61323 1.58675
O -0.72126 -4.08690 -0.38984
C -0.44663 -4.99587 0.59616
C -1.51328 -5.75561 1.06792
C -1.29579 -6.73678 2.01574
C -0.01978 -6.96883 2.50209
C 1.04188 -6.22026 2.02362
C 0.83807 -5.23841 1.07151
H 1.67042 -4.66592 0.68858
H 2.04175 -6.40361 2.38865
H 0.14725 -7.73272 3.24629
H -2.12839 -7.32067 2.37925
H -2.50045 -5.56312 0.67735
H -0.14328 -3.01003 -2.63288
H 1.10085 -0.90893 -2.97985
C 4.84005 2.72515 -0.16668
H 5.24351 2.00210 0.53912
H 5.57634 2.91599 -0.95039
H 4.62527 3.66088 0.35376
H 2.98870 3.70532 -2.02396
H 0.83376 2.74180 -3.53462
H 0.22780 1.11865 -3.15283
H 0.12783 4.58632 -2.25086
H 0.46228 3.91857 -0.62834
H -1.37927 5.54269 -0.52263
H -2.28210 4.64636 -1.77319
H -4.11125 4.43396 -0.01563
H -2.99798 5.30537 1.05862
H -4.48742 4.17996 2.49477
H -4.45940 2.67313 1.55080
H -2.50783 4.61332 3.85000
H -1.38612 3.23793 4.02607
H -1.31245 4.25814 2.56769
```

(x)
ORCA calculation (ωB97M-V/def2-TZVPD) on an isolated molecule of C24H30N4O2.

As for the HOMO-LUMO gap: 8.443 eV. The value obtained for the HOMO energy is -7.9 eV. As for the LUMO energy: 0.5104 eV. Its SMILES is Cn1cc(CNCc2ccccc2OC[C@H](O)CN2CCc3ccccc3C2)cn1. The calculation puts the molar mass at 406.53 Da.

Structure (XYZ):
```
60
C24H30N4O2, DFT ωB97M-V/def2-TZVPD
C -3.70289 -0.50781 -2.79582
N -3.80232 -0.55352 -1.36742
C -3.61754 0.46037 -0.49840
C -3.75282 -0.06161 0.77187
C -4.02830 -1.41998 0.54708
N -4.05494 -1.69671 -0.74236
H -4.21086 -2.18946 1.27057
C -3.59723 0.64095 2.08667
N -2.37734 1.41310 2.25399
H -2.31063 2.12550 1.53450
C -1.14521 0.64133 2.25940
C -0.78506 -0.00290 0.93963
C -0.82986 -1.37587 0.77043
C -0.56726 -1.95750 -0.45676
C -0.26076 -1.15125 -1.53402
C -0.19524 0.22372 -1.38584
C -0.43932 0.80819 -0.15222
O -0.46287 2.15706 0.09461
C 0.19188 3.08006 -0.73623
C 1.63443 3.39301 -0.27961
O 1.98953 4.69935 -0.67611
H 2.05430 4.72817 -1.63795
C 2.67522 2.38671 -0.79664
N 2.53077 1.07134 -0.21054
C 3.11550 0.96569 1.11307
C 2.58540 -0.28698 1.80197
C 2.64855 -1.48743 0.90380
C 2.45681 -2.76164 1.42300
C 2.48606 -3.87360 0.60404
C 2.71095 -3.72083 -0.75397
C 2.89730 -2.45670 -1.27869
C 2.86359 -1.33501 -0.46029
C 3.07575 0.02832 -1.05591
H 2.58320 0.07154 -2.03122
H 4.16359 0.17587 -1.22446
H 3.06962 -2.33283 -2.33890
H 2.73638 -4.58473 -1.40172
H 2.33410 -4.85804 1.02157
H 2.28228 -2.87580 2.48350
H 3.14988 -0.47202 2.71899
H 1.54086 -0.12652 2.07720
H 2.84572 1.84596 1.69855
H 4.21945 0.92433 1.05197
H 3.67727 2.81569 -0.61052
H 2.55226 2.29802 -1.88236
H 1.63840 3.41682 0.81383
H -0.38196 4.00983 -0.63836
H 0.18243 2.77848 -1.78924
H 0.04710 0.82919 -2.24656
H -0.06817 -1.59113 -2.50195
H -0.60965 -3.02886 -0.57097
H -1.08243 -1.99990 1.61531
H -1.23814 -0.12779 3.03185
H -0.35244 1.33939 2.54910
H -3.63406 -0.10115 2.89047
H -4.43155 1.33765 2.23369
H -3.40309 1.45531 -0.83478
H -4.35479 0.26712 -3.20315
H -2.67252 -0.30765 -3.09965
H -4.00693 -1.47935 -3.17942
```

How do the energies compare? Relative to the most stable structure, in eV: (w) 0.427; (x) 0.000.